{"formula": "C10H16AuN4SSeSi", "method": "the ωB97M-V functional and the def2-TZVPD basis", "elements": ["Au", "N", "C", "S", "N", "N", "C", "C", "C", "C", "C", "C", "N", "H", "H", "H", "H", "H", "H", "H", "C", "Si", "C", "C", "Se", "H", "H", "H", "H", "H", "H", "H", "H", "H"], "xyz": [[1.081, 0.372, 1.498], [2.049, -3.437, -0.487], [1.770, -2.182, -0.126], [1.227, -1.986, 1.538], [1.922, -1.249, -1.038], [1.641, -0.016, -0.591], [1.784, 1.010, -1.334], [1.430, 2.322, -0.784], [1.519, 3.471, -1.554], [1.119, 4.681, -1.011], [0.638, 4.712, 0.287], [0.591, 3.528, 1.002], [0.984, 2.366, 0.487], [1.935, -4.200, 0.155], [2.347, -3.619, -1.432], [2.142, 0.917, -2.355], [1.888, 3.406, -2.569], [1.178, 5.588, -1.598], [0.305, 5.631, 0.746], [0.235, 3.504, 2.024], [1.106, -1.209, 6.370], [0.067, -0.166, 5.240], [-0.776, 1.259, 6.091], [-1.111, -1.162, 4.210], [1.655, 0.969, 3.871], [0.446, -1.714, 7.081], [1.820, -0.613, 6.938], [1.653, -1.977, 5.821], [-1.499, 0.851, 6.802], [-1.324, 1.891, 5.392], [-0.074, 1.880, 6.648], [-1.834, -1.640, 4.877], [-0.609, -1.953, 3.655], [-1.666, -0.541, 3.506]], "atomic_forces_ev_per_a": [[0.439, 0.112, -0.120], [0.002, 0.012, -0.054], [-0.049, 0.002, 0.094], [-0.017, -0.172, 0.036], [0.017, 0.060, -0.007], [-0.061, -0.095, -0.006], [-0.009, -0.006, -0.006], [-0.063, 0.049, -0.014], [-0.004, -0.024, 0.000], [-0.006, 0.004, 0.013], [-0.001, 0.004, -0.006], [0.081, 0.006, 0.034], [-0.133, 0.092, -0.034], [0.004, 0.004, 0.011], [-0.001, -0.004, 0.000], [-0.001, -0.020, 0.001], [0.001, 0.000, 0.000], [0.001, 0.002, 0.001], [0.000, 0.003, -0.001], [-0.001, 0.006, 0.002], [0.017, 0.026, -0.027], [-0.042, 0.059, 0.039], [0.025, -0.037, 0.028], [0.045, 0.009, -0.027], [-0.253, -0.126, 0.065], [-0.003, -0.004, 0.003], [-0.001, 0.009, -0.003], [0.000, 0.003, -0.008], [-0.007, 0.012, 0.005], [0.006, -0.008, -0.016], [0.007, -0.003, -0.001], [-0.006, 0.030, 0.026], [0.006, -0.004, -0.018], [0.007, 0.000, -0.008]], "lowdin_spin": [0.470, 0.013, 0.028, 0.196, 0.014, 0.129, 0.008, 0.006, 0.001, -0.001, 0.000, 0.007, 0.061, 0.003, 0.002, 0.004, 0.001, 0.000, 0.000, 0.006, 0.017, 0.055, 0.026, -0.002, 0.949, 0.002, 0.001, 0.000, 0.003, 0.001, 0.001, 0.000, 0.000, 0.000], "spin_multiplicity": 3, "relative_energy_kj_mol": 5.6, "charge": 1, "fmax_ha_per_bohr": 0.009, "s2": 2.01}

***

{"formula": "C8H28N9O6Tl", "method": "the ωB97M-V functional and the def2-TZVPD basis", "elements": ["Tl", "O", "H", "C", "C", "C", "O", "C", "N", "H", "H", "H", "H", "H", "H", "H", "H", "H", "H", "H", "C", "O", "N", "N", "H", "H", "H", "H", "C", "O", "N", "N", "H", "H", "H", "H", "C", "O", "N", "N", "H", "H", "H", "H", "C", "O", "N", "N", "H", "H", "H", "H"], "xyz": [[25.727, -17.929, 16.403], [25.307, -17.271, 19.142], [24.736, -16.652, 19.637], [21.614, -17.244, 13.286], [22.707, -16.962, 14.404], [22.297, -16.289, 15.722], [23.326, -16.396, 16.740], [22.793, -15.853, 17.940], [23.304, -18.227, 14.678], [20.746, -17.896, 13.383], [22.037, -17.437, 12.300], [21.160, -16.293, 13.008], [23.487, -16.316, 14.001], [21.451, -16.939, 15.943], [21.955, -15.256, 15.794], [22.541, -14.812, 17.741], [23.401, -15.864, 18.844], [21.833, -16.332, 18.135], [23.300, -18.644, 13.758], [22.666, -18.830, 15.177], [23.129, -19.916, 18.413], [23.367, -19.384, 17.358], [22.351, -20.930, 18.409], [23.578, -19.540, 19.578], [22.008, -21.289, 17.529], [22.097, -21.465, 19.227], [23.137, -19.933, 20.397], [24.193, -18.740, 19.591], [27.643, -20.542, 18.458], [26.719, -19.816, 18.310], [27.726, -21.436, 19.366], [28.653, -20.685, 17.665], [26.843, -21.517, 19.850], [28.509, -22.073, 19.389], [28.696, -20.149, 16.810], [29.457, -21.274, 17.831], [25.577, -14.243, 16.018], [26.289, -15.048, 16.589], [25.042, -13.313, 16.713], [25.266, -14.372, 14.803], [24.251, -12.781, 16.377], [25.371, -13.347, 17.667], [25.772, -15.110, 14.336], [24.715, -13.788, 14.191], [29.321, -17.205, 18.045], [28.139, -17.296, 17.706], [29.781, -17.772, 19.112], [30.204, -16.386, 17.578], [29.003, -18.042, 19.696], [30.697, -17.510, 19.446], [30.936, -16.089, 18.208], [29.824, -15.792, 16.856]], "atomic_forces_ev_per_a": [[-1.174, 0.804, 2.853], [0.340, -0.561, -0.576], [0.348, 0.101, -0.566], [-0.143, 2.352, -0.325], [-0.255, 1.608, -0.725], [-0.474, -1.332, 0.586], [0.136, -0.414, -0.687], [-1.126, 0.649, -0.305], [1.050, -1.012, 0.047], [0.446, -0.387, 0.962], [0.739, -0.622, 0.280], [-0.262, 0.422, 0.415], [-0.025, -0.118, -0.664], [-0.418, 0.154, 1.129], [-0.063, 0.052, -1.082], [0.082, 0.325, 0.155], [0.271, -0.368, -0.710], [0.045, -0.288, 0.353], [0.987, -0.603, -0.236], [0.066, -0.144, 0.946], [0.484, 0.438, 0.915], [1.935, 2.414, -3.742], [-3.386, -4.448, -0.066], [0.740, 0.708, 2.131], [0.100, 0.185, 0.208], [0.101, 0.200, -0.123], [0.460, 0.355, 0.041], [0.191, 0.112, 0.255], [2.254, -1.613, -1.241], [-4.417, 3.597, -1.085], [-1.469, -2.301, 4.497], [3.578, 1.348, -4.505], [0.596, -0.790, 0.747], [-0.759, -0.135, 0.482], [0.137, 0.068, 0.310], [-0.386, 0.126, 0.075], [0.063, -0.620, 2.116], [2.358, -3.069, 0.996], [-1.495, 3.030, 2.285], [-0.888, -1.515, -6.565], [0.375, 0.263, 0.435], [-0.642, 0.619, 0.075], [-0.131, 0.244, -0.165], [0.150, 0.308, 0.545], [-1.426, 0.936, 0.238], [-1.145, -0.730, -1.236], [-0.213, -2.773, 3.149], [1.361, 2.513, -3.098], [0.703, -0.416, 0.702], [-0.481, -0.424, 0.491], [-0.067, 0.376, -0.765], [0.749, 0.376, 0.047]], "nbo_charge": [1.380, -0.677, 0.436, -0.675, -0.074, -0.076, -0.568, -0.240, -0.729, 0.249, 0.241, 0.248, 0.195, 0.180, 0.207, 0.175, 0.190, 0.194, 0.392, 0.405, 0.764, -0.702, -0.781, -0.816, 0.413, 0.403, 0.401, 0.434, 0.757, -0.637, -0.792, -0.804, 0.415, 0.412, 0.398, 0.406, 0.750, -0.660, -0.788, -0.795, 0.410, 0.427, 0.402, 0.419, 0.768, -0.703, -0.798, -0.793, 0.416, 0.401, 0.404, 0.414], "total_energy_ha": -1437.66734, "charge": 2, "fmax_ha_per_bohr": 0.132}

***

{"formula": "C5H10NO", "method": "the ωB97M-V functional and the def2-TZVPD basis", "elements": ["C", "C", "C", "C", "C", "N", "O", "H", "H", "H", "H", "H", "H", "H", "H", "H", "H"], "xyz": [[-2.572, -0.953, -0.110], [0.985, -1.239, -0.673], [0.523, -0.015, 1.452], [0.255, 1.275, -0.795], [0.395, -0.119, 0.026], [-1.445, -0.848, -0.097], [0.071, 2.336, 0.053], [-3.611, -1.148, 0.141], [0.622, -1.529, -1.675], [0.754, -2.271, -0.322], [2.131, -1.107, -0.482], [1.573, -0.381, 1.793], [-0.203, -0.607, 2.046], [0.540, 1.071, 1.660], [-0.625, 1.164, -1.356], [1.139, 1.418, -1.419], [-0.530, 2.954, -0.242]], "atomic_forces_ev_per_a": [[-1.466, -0.595, 0.964], [1.918, -2.584, -0.502], [2.017, 0.550, 2.352], [0.314, -1.618, 1.256], [-0.905, 0.989, -1.906], [0.819, 0.986, -0.377], [2.368, -1.411, 2.141], [0.315, 0.175, -0.564], [0.803, 1.615, -0.363], [0.232, 0.926, 1.294], [-1.826, -0.252, -1.045], [-1.651, 0.298, -0.783], [0.458, 0.567, -0.414], [-0.549, -0.674, 0.620], [-0.891, -0.485, -1.451], [0.078, -0.411, -0.052], [-2.034, 1.924, -1.169]], "nbo_charge": [0.299, -0.764, -0.783, -0.119, 0.490, -0.323, -0.706, 0.286, 0.271, 0.273, 0.291, 0.287, 0.293, 0.284, 0.207, 0.218, 0.498], "relative_energy_kj_mol": 380.6, "charge": 1, "fmax_ha_per_bohr": 0.068}

***

{"formula": "H3NO3", "method": "the ωB97M-V functional and the def2-TZVPD basis", "elements": ["N", "O", "O", "O", "H", "H", "H"], "xyz": [[-1.191, -0.221, -0.936], [1.553, 0.542, 1.391], [-0.785, 0.029, 0.261], [1.266, 0.273, 0.064], [-0.966, -1.103, -1.270], [-1.215, 0.639, -1.527], [1.337, -0.159, 2.017]], "atomic_forces_ev_per_a": [[-0.367, 3.453, 1.276], [0.365, 1.575, -1.630], [-0.655, -0.275, -0.555], [0.604, -0.423, 2.623], [0.442, -1.791, -1.134], [-0.038, -1.418, 0.202], [-0.350, -1.122, -0.783]], "nbo_charge": [-0.348, -0.403, -0.296, -0.120, 0.350, 0.355, 0.461], "relative_energy_kj_mol": 417.0, "charge": 0, "fmax_ha_per_bohr": 0.072}

***

{"formula": "C16H22N4O2S", "method": "the ωB97M-V functional and the def2-TZVPD basis", "elements": ["C", "C", "C", "C", "C", "N", "C", "O", "N", "C", "C", "C", "C", "N", "C", "O", "C", "C", "C", "C", "C", "N", "S", "H", "H", "H", "H", "H", "H", "H", "H", "H", "H", "H", "H", "H", "H", "H", "H", "H", "H", "H", "H", "H", "H"], "xyz": [[-0.455, 1.063, -3.594], [0.552, 1.165, -2.454], [0.244, 2.281, -1.420], [0.265, 3.681, -2.053], [-1.077, 2.029, -0.823], [-2.095, 1.806, -0.335], [1.356, 2.199, -0.345], [2.465, 2.638, -0.584], [1.040, 1.563, 0.802], [2.022, 1.306, 1.848], [1.326, 1.136, 3.172], [1.035, -0.031, 3.745], [1.358, -1.390, 3.181], [0.243, -2.359, 3.241], [-1.073, -1.914, 3.120], [-1.839, -1.925, 4.054], [-1.439, -1.293, 1.786], [-1.048, -2.048, 0.547], [-1.725, -2.048, -0.642], [-1.041, -2.805, -1.630], [-1.525, -3.026, -3.032], [0.085, -3.350, -1.237], [0.374, -2.978, 0.339], [-0.172, 0.254, -4.267], [-1.459, 0.850, -3.220], [-0.498, 1.979, -4.182], [0.608, 0.209, -1.927], [1.552, 1.374, -2.841], [0.141, 4.450, -1.291], [1.226, 3.833, -2.540], [-0.536, 3.787, -2.782], [0.112, 1.193, 0.917], [2.628, 0.435, 1.596], [2.701, 2.159, 1.880], [1.025, 2.050, 3.671], [0.514, -0.031, 4.697], [1.711, -1.311, 2.153], [2.172, -1.840, 3.751], [0.289, -2.883, 4.107], [-2.511, -1.107, 1.794], [-0.965, -0.307, 1.780], [-2.653, -1.521, -0.808], [-2.407, -2.425, -3.244], [-0.746, -2.771, -3.750], [-1.780, -4.076, -3.180]], "atomic_forces_ev_per_a": [[0.035, 0.012, 0.070], [-0.008, 0.018, -0.061], [0.012, 0.066, -0.013], [0.015, -0.047, 0.020], [-0.108, -0.050, 0.063], [0.164, -0.013, -0.075], [0.154, -0.105, -0.108], [-0.156, 0.012, 0.009], [-0.029, 0.015, 0.040], [0.040, 0.045, 0.047], [-0.051, -0.195, -0.008], [0.049, 0.057, -0.090], [0.022, 0.072, -0.431], [0.100, -0.308, 0.616], [0.219, 0.942, -0.041], [-0.273, -0.525, -0.177], [-0.093, -0.133, -0.039], [0.049, 0.069, -0.055], [0.035, 0.089, 0.135], [-0.001, -0.048, -0.040], [-0.003, 0.006, -0.013], [0.132, 0.100, 0.095], [-0.169, -0.125, -0.129], [0.001, -0.003, 0.017], [-0.005, 0.004, 0.013], [0.006, 0.006, -0.005], [-0.014, -0.025, 0.035], [-0.016, 0.016, 0.023], [-0.011, -0.014, 0.005], [-0.007, -0.024, 0.025], [0.007, -0.019, 0.001], [-0.030, 0.051, 0.024], [-0.001, 0.012, -0.043], [-0.031, -0.023, -0.007], [-0.016, 0.003, 0.005], [-0.004, 0.014, 0.015], [-0.011, 0.016, 0.018], [-0.006, -0.015, -0.026], [0.023, 0.018, 0.042], [0.008, -0.020, -0.023], [0.022, 0.034, 0.026], [-0.036, 0.008, 0.011], [-0.011, 0.017, 0.012], [0.000, -0.011, 0.022], [-0.003, 0.001, -0.005]], "nbo_charge": [-0.617, -0.372, -0.252, -0.586, 0.304, -0.340, 0.704, -0.617, -0.612, -0.267, -0.178, -0.202, -0.272, -0.662, 0.710, -0.559, -0.539, -0.205, -0.312, 0.194, -0.643, -0.616, 0.652, 0.223, 0.214, 0.208, 0.217, 0.229, 0.226, 0.240, 0.219, 0.410, 0.199, 0.237, 0.213, 0.219, 0.204, 0.226, 0.392, 0.262, 0.237, 0.234, 0.216, 0.230, 0.233], "relative_energy_kj_mol": 140.8, "charge": 0, "fmax_ha_per_bohr": 0.019}

***

{"formula": "C27H27F11N4OSiW", "method": "the ωB97M-V functional and the def2-TZVPD basis", "elements": ["W", "C", "N", "C", "C", "N", "C", "C", "F", "C", "F", "C", "F", "C", "F", "C", "F", "C", "C", "N", "C", "C", "F", "C", "F", "C", "F", "C", "F", "C", "F", "H", "H", "H", "H", "H", "H", "H", "H", "H", "H", "H", "C", "Si", "C", "C", "N", "C", "C", "C", "C", "C", "C", "F", "H", "H", "H", "H", "H", "H", "H", "H", "H", "H", "H", "H", "H", "C", "O", "H", "H", "H"], "xyz": [[-0.232, 0.003, -0.248], [-1.939, -0.305, -2.687], [-2.035, -0.887, -1.279], [-3.269, -0.338, -0.641], [-3.017, 1.209, -0.486], [-1.540, 1.457, -0.433], [-1.193, 2.838, -0.422], [-0.713, 3.587, -1.546], [-0.890, 3.041, -2.754], [-0.578, 4.988, -1.456], [-0.362, 5.595, -2.626], [-0.759, 5.735, -0.328], [-0.685, 7.057, -0.368], [-1.339, 4.998, 0.728], [-1.763, 5.717, 1.768], [-1.613, 3.652, 0.662], [-2.624, 3.176, 1.485], [-1.902, -2.322, -1.422], [-0.449, -2.572, -1.737], [0.397, -1.403, -1.515], [1.599, -1.515, -2.165], [2.537, -2.617, -2.039], [2.186, -3.855, -1.515], [3.854, -2.475, -2.468], [4.838, -3.408, -2.203], [4.270, -1.346, -3.210], [5.447, -1.443, -3.919], [3.304, -0.447, -3.588], [3.626, 0.590, -4.480], [1.970, -0.594, -3.156], [1.010, 0.187, -3.685], [-2.887, -0.239, -3.184], [-1.374, -0.957, -3.282], [-1.535, 0.692, -2.548], [-3.472, -0.809, 0.328], [-4.173, -0.487, -1.266], [-3.503, 1.548, 0.418], [-3.517, 1.703, -1.331], [-2.629, -2.712, -2.231], [-2.216, -2.826, -0.497], [-0.364, -2.939, -2.787], [-0.157, -3.403, -1.140], [-0.140, -1.288, 4.294], [-1.467, -1.232, 2.956], [-1.781, -3.115, 2.507], [-2.619, 0.035, 3.448], [-0.501, -0.570, 1.529], [0.928, -0.542, 1.826], [1.650, -1.731, 1.685], [2.988, -1.761, 2.069], [3.572, -0.656, 2.661], [2.875, 0.524, 2.742], [1.570, 0.596, 2.333], [0.898, 1.777, 2.594], [0.886, -1.521, 4.023], [-0.541, -2.250, 4.794], [-0.322, -0.423, 4.995], [-2.341, -3.646, 3.344], [-0.801, -3.596, 2.495], [-2.159, -3.273, 1.494], [-3.384, 0.155, 2.628], [-2.028, 0.951, 3.655], [-3.059, -0.212, 4.410], [1.215, -2.517, 0.996], [3.556, -2.695, 1.991], [4.572, -0.665, 3.056], [3.217, 1.341, 3.344], [2.238, 1.722, -1.360], [1.072, 1.113, -0.796], [2.461, 2.682, -0.962], [2.086, 1.788, -2.446], [3.053, 1.132, -1.055]], "atomic_forces_ev_per_a": [[-0.062, 1.741, -0.874], [-0.379, 0.775, 1.256], [-0.685, 1.313, -0.452], [0.016, 0.875, 0.107], [-0.164, -1.444, -0.507], [-1.132, -0.452, -0.219], [-0.080, 1.933, -0.091], [-1.744, -0.184, 1.870], [0.958, -0.215, -0.100], [0.741, -0.882, -2.383], [0.185, 0.087, 0.329], [-0.834, -0.907, 0.577], [0.054, -0.902, 0.394], [0.040, 1.952, 0.572], [-0.030, -0.466, -0.106], [-1.075, -0.920, -0.135], [1.992, 0.354, -0.243], [-1.876, -0.974, -0.157], [-0.414, -1.213, -1.486], [-1.981, -0.822, 0.845], [2.850, -0.928, -1.523], [0.092, -0.485, 0.727], [0.281, 2.199, -0.139], [1.522, -0.681, 0.337], [-2.091, 1.212, -0.479], [0.829, -1.581, -1.659], [-1.749, 0.639, 1.730], [-0.206, 2.024, -1.751], [-0.797, -2.104, 1.735], [0.550, 0.087, 0.267], [0.472, 0.219, 0.469], [-0.910, -0.019, 0.224], [1.199, -0.471, -0.685], [0.157, -0.081, -0.835], [0.375, -0.085, -0.159], [0.644, -0.129, 0.183], [0.042, 0.123, 0.167], [0.609, 0.250, 0.094], [1.225, 0.629, 1.087], [0.154, 0.289, -0.143], [0.218, 0.484, 0.553], [0.598, -0.660, 0.529], [-2.072, -1.131, 1.066], [2.349, -2.202, 0.334], [-0.220, 0.917, 0.867], [-1.295, 0.909, -0.745], [0.236, -0.027, -0.670], [-0.645, 0.392, -0.978], [0.901, -0.405, -1.864], [-0.155, -1.341, -0.021], [0.120, 0.098, -0.199], [-0.562, 0.443, 0.764], [-0.727, 0.941, 0.718], [0.413, -1.749, -0.720], [-0.066, 0.307, 0.316], [0.774, 1.420, -0.096], [0.734, -0.955, -0.582], [0.280, 0.692, -1.348], [0.247, 0.211, 0.149], [-0.575, -0.151, 0.431], [0.437, 0.396, 1.194], [-0.405, -0.296, -0.556], [-0.484, -0.172, -0.061], [0.416, 0.579, 1.494], [-0.254, 0.429, -0.141], [0.224, -0.284, 0.016], [0.506, 0.513, -0.123], [-0.662, 0.054, -0.935], [0.126, -0.144, 0.724], [-0.585, 1.030, 0.581], [0.242, 0.009, 0.470], [1.107, -1.064, -0.011]], "mulliken_charge": [0.594, -1.229, -0.931, -0.928, -0.561, 1.044, -0.049, -0.034, -0.385, 0.134, -0.265, 0.207, -0.220, 0.299, -0.269, 0.188, -0.317, -0.533, -0.987, 2.014, -0.422, -0.325, -0.339, 0.490, -0.269, 0.326, -0.232, 0.484, -0.320, -0.444, -0.369, 0.318, 0.456, 0.466, 0.273, 0.464, 0.519, 0.342, 0.383, 0.098, 0.563, 0.474, -0.903, -0.088, -0.922, -0.896, 1.218, -0.645, 0.570, -0.988, -0.696, -0.799, 0.896, -0.301, 0.266, 0.380, 0.297, 0.412, 0.365, 0.229, 0.218, 0.298, 0.513, 0.299, 0.547, 0.523, 0.564, -1.006, -0.142, 0.394, 0.381, 0.309], "total_energy_ha": -2793.73350, "charge": 2, "fmax_ha_per_bohr": 0.065}